# 1
Molecular formula: C3H6O2
Method: DFT, wB97M-V/def2-TZVPD

Properties
Energy above the lowest of the compared OMol25 structures with the same formula, charge and spin   488.1 kJ/mol
E_tot   -7298.61955 eV
Largest force on an atom   0.44 eV/Å

```
! RIJCOSX wB97M-V def2-TZVPD def2/J DEFGRID3
* xyz 0 1
O -1.65 -0.45 -0.31
C -0.99 0.73 0.11
C 0.48 0.63 0.42
C 1.02 -0.74 0.47
O 1.22 -0.29 -0.90
H -1.20 -0.73 -1.12
H -1.16 1.56 -0.60
H -1.45 1.03 1.06
H 1.43 0.76 -0.61
H 0.33 -1.58 0.46
H 1.95 -0.93 1.01
*
```

natural (NBO) population analysis, charges in e, atoms 1 to 2: -0.715, -0.166

---

# 2
Molecular formula: C3H6O2
Method: DFT, wB97M-V/def2-TZVPD

Properties
Energy above the lowest of the compared OMol25 structures with the same formula, charge and spin   222.9 kJ/mol
E_tot   -7301.36845 eV
SMILES   CO[C@H]1CO1
Largest force on an atom   0.31 eV/Å

```
! RIJCOSX wB97M-V def2-TZVPD def2/J DEFGRID3
* xyz 0 1
C 1.57 0.49 0.72
O 0.71 0.24 -0.38
C -0.55 -0.19 -0.01
C -1.55 -0.38 -1.04
O -0.93 -1.49 -0.38
H 1.31 1.45 1.20
H 1.53 -0.31 1.46
H 2.58 0.57 0.32
H -2.60 -0.22 -0.83
H -0.83 0.08 1.01
H -1.24 -0.24 -2.08
*
```

natural (NBO) population analysis, charges in e, atoms 1 to 2: -0.255, -0.520

---

# 3
Molecular formula: C3H6O2
Method: DFT, wB97M-V/def2-TZVPD

Properties
Energy above the lowest of the compared OMol25 structures with the same formula, charge and spin   504.7 kJ/mol
E_tot   -7298.44769 eV
Largest force on an atom   2.07 eV/Å

```
! RIJCOSX wB97M-V def2-TZVPD def2/J DEFGRID3
* xyz 0 1
O 1.45 -0.81 0.79
C 0.18 -0.34 0.65
C -0.10 1.02 0.06
O -1.37 0.73 -0.49
C -1.07 -0.61 -0.82
H 1.97 -0.56 0.02
H -0.35 -0.54 1.59
H -0.12 1.87 0.74
H 0.65 1.19 -0.74
H -0.88 -1.30 0.02
H -0.38 -0.67 -1.66
*
```

natural (NBO) population analysis, charges in e, atoms 1 to 2: -0.668, 0.108